1.
{"formula": "C24H76N6O11", "method": "the ωB97M-V functional and the def2-TZVPD basis", "homo_ha": -0.3331, "fmax_ev_per_a": 3.80, "relative_energy_kj_mol": 598.6, "homo_lumo_gap_ha": 0.3478, "elements": ["C", "H", "C", "O", "O", "H", "H", "H", "H", "C", "C", "H", "H", "H", "H", "H", "C", "N", "H", "O", "H", "H", "H", "O", "H", "O", "H", "H", "H", "H", "H", "H", "H", "H", "H", "C", "C", "H", "C", "H", "H", "H", "C", "H", "H", "O", "C", "H", "H", "C", "H", "O", "H", "C", "H", "H", "H", "H", "H", "H", "C", "H", "H", "H", "H", "N", "H", "H", "H", "H", "H", "N", "C", "H", "H", "H", "H", "H", "C", "H", "H", "H", "N", "O", "H", "C", "O", "C", "H", "H", "O", "N", "H", "H", "H", "C", "C", "N", "H", "H", "H", "H", "H", "C", "C", "H", "C", "H", "H", "C", "C", "O", "H", "H", "H", "H", "H"], "xyz": [[20.609, -13.372, -18.138], [14.638, -20.207, -21.508], [21.419, -6.675, -15.117], [19.632, -17.912, -24.022], [11.033, -18.668, -19.950], [21.536, -6.534, -16.191], [20.169, -21.082, -7.746], [26.224, -15.223, -15.824], [20.508, -18.340, -8.836], [18.707, -18.756, -7.917], [17.742, -7.979, -13.876], [22.702, -9.038, -24.466], [21.397, -12.632, -18.003], [19.880, -13.274, -17.333], [10.477, -17.787, -18.270], [15.047, -9.122, -22.249], [19.513, -16.127, -17.123], [25.781, -9.552, -25.779], [14.941, -13.988, -19.604], [26.465, -14.933, -16.704], [21.324, -16.707, -18.046], [25.642, -14.940, -17.193], [14.818, -6.544, -20.066], [18.032, -18.616, -9.137], [18.794, -24.028, -14.037], [20.314, -21.959, -18.719], [24.091, -11.141, -30.013], [18.103, -17.427, -16.744], [17.203, -5.972, -20.480], [18.262, -7.876, -14.829], [16.242, -18.044, -8.150], [21.761, -7.697, -14.955], [16.821, -7.422, -13.704], [16.188, -19.562, -8.876], [20.007, -21.052, -18.723], [20.196, -19.031, -8.053], [23.717, -9.636, -26.998], [12.707, -17.691, -19.320], [18.884, -7.766, -12.807], [24.112, -9.382, -29.616], [22.634, -9.706, -26.901], [15.490, -8.092, -19.621], [24.367, -9.802, -25.646], [18.534, -17.766, -7.495], [12.962, -20.587, -21.219], [23.979, -10.677, -27.941], [14.020, -8.197, -21.016], [17.511, -6.836, -11.591], [18.800, -15.304, -17.168], [12.183, -17.948, -20.240], [22.144, -6.124, -14.517], [14.726, -13.275, -19.002], [20.073, -17.469, -15.429], [16.607, -18.568, -9.033], [24.023, -8.714, -27.493], [12.697, -7.874, -19.239], [16.128, -18.103, -9.894], [15.132, -18.120, -21.683], [20.496, -17.669, -23.689], [24.109, -9.356, -23.528], [23.738, -10.366, -29.332], [9.540, -19.223, -18.686], [21.638, -20.572, -8.547], [13.571, -7.525, -21.747], [19.423, -5.646, -12.979], [18.190, -7.582, -11.533], [19.356, -8.749, -12.798], [11.146, -19.448, -17.906], [20.861, -15.854, -15.292], [17.471, -9.034, -13.864], [26.223, -10.335, -26.241], [14.308, -17.636, -21.358], [20.587, -15.907, -18.115], [20.088, -22.285, -17.848], [19.194, -16.235, -15.035], [14.270, -12.632, -19.545], [17.894, -22.819, -13.896], [20.367, -13.415, -19.200], [13.763, -19.908, -20.930], [20.807, -17.731, -6.944], [20.219, -16.051, -19.130], [24.222, -8.000, -24.567], [20.882, -18.734, -6.848], [21.293, -14.615, -17.895], [13.960, -20.027, -19.864], [23.790, -9.000, -24.508], [18.434, -23.291, -14.530], [15.184, -7.486, -20.474], [12.637, -18.559, -22.162], [14.066, -17.052, -22.146], [16.144, -7.417, -21.510], [18.725, -17.267, -17.523], [20.216, -20.637, -9.512], [17.539, -8.339, -11.376], [18.164, -16.881, -18.269], [19.877, -6.608, -13.219], [20.028, -16.417, -15.713], [14.297, -9.433, -21.648], [24.248, -10.839, -25.332], [18.205, -19.469, -7.262], [17.958, -7.559, -20.607], [13.085, -9.508, -19.388], [11.889, -16.960, -20.592], [20.562, -20.406, -8.505], [13.214, -18.579, -21.238], [26.032, -8.790, -26.393], [10.551, -18.830, -18.579], [17.949, -6.430, -21.968], [21.854, -18.814, -7.111], [17.357, -6.824, -21.142], [12.940, -8.617, -19.999], [20.047, -6.597, -14.660], [20.773, -6.566, -12.599], [11.993, -8.861, -20.480], [19.801, -18.253, -24.901], [13.551, -9.687, -22.281], [22.703, -10.097, -29.542]]}

2.
{"formula": "C24H77N13O14", "method": "the ωB97M-V functional and the def2-TZVPD basis", "homo_ha": -0.3340, "fmax_ev_per_a": 7.89, "relative_energy_kj_mol": 365.6, "homo_lumo_gap_ha": 0.3258, "elements": ["H", "C", "C", "H", "H", "C", "H", "H", "H", "N", "N", "H", "H", "H", "H", "C", "H", "H", "H", "H", "O", "H", "H", "H", "C", "N", "H", "O", "C", "C", "H", "H", "O", "H", "H", "H", "H", "H", "C", "H", "C", "C", "H", "H", "H", "H", "N", "O", "C", "H", "H", "N", "O", "H", "C", "H", "C", "C", "H", "O", "H", "H", "H", "H", "O", "H", "H", "C", "O", "H", "H", "C", "H", "C", "H", "O", "O", "H", "H", "C", "N", "C", "H", "H", "H", "H", "H", "H", "H", "H", "N", "H", "N", "H", "N", "H", "N", "H", "C", "C", "H", "H", "H", "H", "H", "H", "C", "C", "N", "H", "N", "H", "O", "H", "H", "C", "O", "H", "O", "H", "H", "H", "H", "N", "H", "O", "H", "H"], "xyz": [[-0.489, 4.603, -0.658], [-0.328, 3.400, 3.429], [2.141, 2.673, -2.124], [1.771, -4.244, -2.728], [-1.287, 0.910, 4.806], [3.317, -0.402, -5.236], [-2.867, -3.030, 0.795], [1.056, 1.522, 0.461], [5.592, -3.086, -4.937], [-1.097, -4.808, -2.058], [0.951, -4.608, -2.265], [1.570, 4.014, -3.780], [-2.275, 3.792, 4.258], [4.312, 1.705, -0.717], [-5.150, -1.964, -0.017], [-5.554, 1.767, 2.203], [-2.934, 5.924, -0.544], [6.757, 1.627, 1.514], [1.911, 5.696, -2.937], [3.011, -1.604, -1.297], [-2.841, -4.539, 3.464], [-0.763, 3.279, 2.437], [-1.428, -0.947, 0.643], [-7.519, 1.894, 2.358], [-1.508, 1.148, -3.964], [-3.441, -5.181, 1.396], [-6.269, -2.284, -1.203], [3.075, -0.200, 3.800], [5.470, -4.368, -3.465], [1.450, -0.954, 0.479], [5.194, 0.073, -4.768], [-3.699, -4.800, 0.497], [-2.533, 2.073, -4.047], [-3.199, -2.080, -1.052], [1.401, -1.853, -2.122], [2.405, -0.617, -2.713], [-3.676, -1.076, 5.279], [4.459, -2.728, -3.764], [2.156, -1.141, -1.790], [-5.854, -3.952, 0.262], [-4.091, -2.167, -1.672], [-1.782, -0.014, -2.989], [1.605, -0.339, -6.213], [-3.916, -5.967, 1.817], [1.055, -5.133, -1.409], [-3.338, 3.310, -0.887], [-2.698, -3.157, 1.782], [1.550, -0.279, -0.824], [4.443, 1.026, 5.277], [4.670, 1.044, 6.343], [-0.803, 4.354, 5.213], [-2.946, -1.636, 4.864], [-0.248, 2.093, 4.020], [-3.195, 3.677, 0.843], [-1.276, 4.226, 4.239], [-3.471, 1.079, 2.021], [-2.985, -4.340, 2.289], [-0.971, 0.040, 0.724], [-4.489, 0.160, 3.155], [-6.871, 1.250, 2.652], [-2.126, 0.399, -2.041], [5.941, 2.576, 0.348], [3.202, 2.572, -2.357], [4.185, 1.341, -5.467], [3.399, -1.580, -5.071], [-1.964, 5.058, -1.699], [-4.465, -0.115, 1.434], [-5.263, -2.582, -0.908], [-0.919, 5.248, -0.091], [3.812, -0.213, 3.186], [1.989, 1.363, 1.681], [1.440, 3.858, -2.709], [-1.295, 0.820, -4.982], [-4.466, 0.669, 2.192], [-4.199, -1.215, -2.192], [-0.232, -3.496, -3.720], [1.911, 5.107, -2.179], [3.362, 0.416, -0.058], [-0.532, 1.455, -3.589], [-2.703, 3.765, -0.126], [5.802, -4.030, -4.645], [-0.196, -4.209, -2.741], [-0.922, 0.563, -0.230], [-3.130, -2.523, 4.417], [-5.304, 2.698, 2.711], [-5.643, 2.106, 1.171], [2.574, -0.019, 5.754], [-4.048, -2.914, -2.465], [-1.655, 0.674, 1.288], [-0.744, -5.430, -1.344], [1.012, 1.277, 1.440], [1.612, 1.846, -2.596], [5.927, 1.770, 0.957], [-2.086, -4.671, -2.213], [2.321, 0.240, -5.799], [-2.280, -2.435, 2.351], [4.060, 1.133, 0.076], [2.080, 2.576, -1.041], [3.471, -0.158, 5.151], [0.473, -0.086, 1.367], [-3.301, 1.574, -4.333], [4.062, 2.013, 5.018], [-0.924, -0.685, -2.937], [0.506, -0.380, 2.416], [-2.549, -0.636, -3.450], [5.376, 0.873, 4.735], [-2.184, 5.138, -0.635], [-1.741, -1.068, 4.713], [4.286, 0.459, -4.985], [-2.505, 0.273, 5.886], [4.852, -3.317, -3.043], [3.737, -1.115, 5.601], [5.932, -5.325, -2.873], [2.406, -1.239, 0.919], [-1.897, 3.037, -0.037], [4.871, 1.050, 1.041], [4.925, 0.110, 1.801], [0.362, 3.745, -2.589], [-5.173, -3.875, -0.410], [-1.462, 5.143, 3.681], [0.851, -1.836, 0.254], [0.670, 3.828, 3.329], [0.066, 1.470, 3.361], [-1.758, 0.120, 5.223], [6.502, -4.583, -5.119], [-0.824, -1.559, 4.048], [2.337, 1.239, -5.945], [4.644, -3.167, -2.066]]}

3.
{"formula": "C24H78O15", "method": "the ωB97M-V functional and the def2-TZVPD basis", "homo_ha": -0.3352, "fmax_ev_per_a": 2.72, "relative_energy_kj_mol": 445.6, "homo_lumo_gap_ha": 0.3445, "elements": ["H", "C", "H", "O", "O", "C", "H", "H", "H", "H", "H", "H", "H", "C", "C", "H", "H", "H", "H", "O", "H", "H", "H", "C", "H", "H", "H", "H", "C", "H", "H", "H", "H", "H", "H", "O", "H", "H", "H", "H", "H", "C", "C", "H", "O", "C", "C", "C", "C", "O", "H", "O", "H", "H", "H", "H", "H", "H", "H", "H", "H", "C", "H", "H", "H", "H", "H", "H", "H", "C", "C", "H", "O", "C", "H", "H", "C", "H", "H", "O", "C", "O", "H", "H", "O", "C", "H", "O", "O", "H", "C", "O", "H", "H", "H", "H", "H", "C", "H", "H", "O", "C", "H", "H", "C", "H", "H", "H", "H", "H", "H", "H", "H", "C", "H", "H", "H"], "xyz": [[-4.553, -4.011, -2.142], [-0.338, -3.079, -0.653], [-0.622, -1.346, 2.720], [1.841, -2.752, 2.043], [-6.366, -1.292, -2.683], [1.066, 3.616, -2.676], [5.512, -6.204, 1.025], [2.218, 3.178, 0.637], [-0.864, 4.192, 3.187], [-4.452, -0.303, 1.879], [5.770, -1.276, 3.805], [4.638, -2.457, 2.213], [-2.683, 4.306, 3.330], [4.505, 3.847, 0.064], [0.649, 2.127, -2.720], [6.950, -1.457, 2.544], [2.706, 0.921, 0.093], [2.563, 5.080, -3.119], [5.030, -0.162, 0.200], [3.635, -5.798, 1.764], [3.231, 5.698, 2.260], [6.139, 0.088, 2.713], [4.747, 3.342, 1.023], [-3.399, -0.551, 1.705], [3.069, -1.357, 2.773], [1.535, 1.519, -2.931], [-0.061, -6.897, 2.996], [4.721, 6.194, 1.365], [-0.249, -7.497, 2.096], [-1.956, -2.391, 4.442], [-0.246, 2.030, -3.372], [0.688, 0.950, 1.521], [0.731, -0.835, 0.169], [3.173, 5.406, -0.651], [-0.720, 4.445, -2.691], [0.066, 4.448, -3.278], [-4.541, -2.551, -1.172], [0.979, -6.462, 1.121], [-6.100, -3.025, -3.841], [4.318, -6.145, -0.159], [-3.401, -1.581, 1.283], [6.020, -0.990, 2.832], [1.145, -2.368, -2.650], [-0.645, 5.338, 0.976], [-5.122, 0.643, -0.726], [-4.314, -1.813, -3.864], [-2.820, 2.415, -3.513], [-1.855, 3.654, 1.378], [2.313, 4.031, -3.414], [1.253, -1.143, -0.606], [-2.026, 2.480, -4.274], [-2.761, 0.318, 0.741], [-4.007, -0.946, -3.326], [-2.694, 2.725, -1.524], [3.087, 0.658, 1.580], [-0.378, -1.304, -1.720], [-4.670, -1.552, -4.873], [3.064, 6.782, 0.945], [5.458, 4.362, -0.221], [-0.997, 2.984, 1.196], [2.149, 3.955, -4.492], [-5.514, -2.387, -3.132], [3.088, -4.958, 1.781], [0.280, -3.929, -0.253], [-1.786, 2.718, 3.289], [4.162, 3.167, -0.699], [-3.181, 1.421, -3.179], [5.827, -1.699, 0.055], [-3.665, 2.988, -3.870], [4.889, -1.219, 0.475], [0.392, -1.968, -1.362], [-5.609, 2.520, -0.376], [-2.332, 3.120, -2.345], [-1.658, 5.011, 0.796], [-5.929, -3.595, -1.235], [-6.767, -0.859, -3.444], [4.819, -1.418, 1.975], [1.829, -3.215, -2.532], [-6.277, 1.421, 0.800], [2.687, 1.332, 0.992], [3.653, 5.928, 1.285], [3.736, -0.699, 2.549], [-2.673, -0.580, 2.553], [1.169, -2.328, 2.670], [0.097, -6.825, 0.939], [-6.045, 1.589, -0.246], [1.080, 3.877, -1.574], [-2.966, 3.077, 0.739], [-0.049, 0.275, 1.638], [-1.054, -3.555, -1.318], [-5.110, -3.162, -1.852], [-0.211, -1.857, 3.451], [0.214, -8.465, 2.158], [1.658, -1.449, -2.986], [-1.875, 4.898, -0.281], [-0.617, -3.546, 4.541], [-5.596, -0.205, -0.815], [-1.176, -2.852, 3.848], [3.142, 3.366, -3.220], [-3.453, -2.446, -4.040], [2.151, 4.109, 0.591], [-1.859, 3.753, 2.890], [-3.157, 2.220, 1.138], [0.299, 1.848, -1.677], [3.337, 4.819, 0.244], [3.968, -1.564, -0.024], [4.877, -4.602, 0.416], [0.413, -2.609, -3.434], [-0.834, 0.567, 1.123], [-2.254, 5.818, 1.183], [-1.364, -7.654, 2.091], [-7.020, 1.611, -0.748], [-0.958, -2.690, 0.183], [4.629, -5.647, 0.759], [-1.629, -3.507, 3.038], [-3.382, 0.419, -0.042], [1.473, -2.571, 1.159]]}